(1)
C3H6N4 | wB97M-V/def2-TZVPD

The geometry in XYZ format:
```
13
Properties=species:S:1:pos:R:3:forces:R:3
C -2.192 1.155 0.184 3.0 -2.9 -1.6
C -0.321 -0.237 0.020 -3.2 0.5 -0.6
C 1.058 -0.518 -0.010 0.5 -1.6 1.6
N -2.561 -1.067 -0.188 0.9 -1.2 0.2
N -2.955 0.111 -0.036 -1.3 -0.1 0.3
N -0.860 1.040 -0.120 -1.6 -0.6 0.8
N -1.248 -1.260 0.106 1.0 4.4 -0.4
H -2.577 2.026 0.517 -1.4 3.0 0.9
H 1.567 -0.010 0.756 0.8 1.1 1.2
H 1.468 -0.223 -0.892 1.2 1.4 -2.9
H 1.386 -1.543 0.066 -0.6 -0.7 0.2
H -0.432 1.964 -0.315 1.0 -0.9 0.2
H -0.787 -2.117 0.258 -0.4 -2.4 0.1
```
Positions in Å, forces in eV/Å.

Its total charge is +2. Its relative energy (zero: lowest compared OMol25 entry of this formula, charge and spin) is 91.2 kcal/mol. The SMILES is Cc1[nH+]cnn[nH+]1.

Here are the Löwdin charges for atoms 1 to 6, given in e: 0.105 -0.097 0.086 0.232 0.192 0.276

(2)
C25H43FI2NO9 | wB97M-V/def2-TZVPD

The geometry in XYZ format:
```
81
Properties=species:S:1:pos:R:3:forces:R:3
C 1.552 2.111 3.722 0.6 1.2 0.5
C 1.978 2.676 2.282 -0.5 0.7 0.2
C 1.457 1.811 1.024 1.7 -0.9 -0.2
C 0.962 0.329 1.400 -3.4 -0.3 0.2
C -0.601 0.189 1.493 1.4 -2.8 1.1
C -1.621 1.414 1.286 -0.5 -1.2 -0.8
C -2.322 1.201 -0.155 0.2 0.4 -0.2
F -2.688 1.283 2.276 1.9 0.2 -1.4
C -1.271 -1.201 1.820 5.2 0.6 -0.3
C -0.247 -2.356 2.039 0.3 3.6 -0.9
C 1.307 -2.119 1.928 -2.9 0.4 0.5
C 2.148 -3.450 2.162 -0.9 -0.7 -0.8
C 1.752 -4.459 0.926 1.9 1.3 -1.3
C 3.092 -5.106 0.245 -1.3 -0.2 0.2
I 0.452 -6.098 1.519 0.3 0.8 -0.3
N 1.873 -0.797 1.638 -3.4 -0.5 0.2
C 3.371 -0.607 1.588 0.8 0.0 -1.4
I 4.317 -0.980 3.557 -0.5 0.3 -0.9
C 4.068 -1.480 0.395 1.0 -0.1 0.9
C 5.175 -0.571 -0.344 0.0 0.1 0.9
H 2.163 2.715 4.499 -1.0 -1.0 -1.2
H 1.810 1.014 3.906 -0.5 1.5 -0.4
H 0.448 2.361 3.962 1.7 -0.8 -0.6
H 3.114 2.883 2.187 -1.8 -0.7 0.3
H 1.487 3.720 2.179 0.9 -1.7 0.2
H 0.701 2.418 0.428 0.8 -1.4 0.9
H 2.366 1.670 0.318 -1.6 0.3 0.9
H -1.146 2.440 1.419 -0.7 -1.5 -0.1
H -1.551 0.882 -0.954 -1.1 0.6 1.4
H -2.826 2.175 -0.518 0.7 -1.6 0.7
H -3.092 0.351 -0.095 1.1 1.3 0.1
H -2.412 -1.337 1.898 2.1 0.3 -0.1
H -0.690 -3.396 2.269 1.3 1.8 -0.4
H 1.781 -4.001 3.111 0.8 1.4 -1.3
H 3.276 -3.350 2.124 -1.6 0.1 0.4
H 1.299 -3.795 0.093 0.2 -1.4 1.4
H 3.927 -4.324 0.209 -1.1 -1.3 0.0
H 2.788 -5.441 -0.817 0.7 0.5 1.7
H 3.358 -6.036 0.848 0.1 1.4 -0.9
H 3.678 0.469 1.363 -1.2 -1.4 0.6
H 4.661 -2.327 0.917 -1.2 1.2 -1.1
H 3.275 -1.919 -0.297 1.1 0.7 0.9
H 4.689 0.212 -1.017 0.7 -1.2 0.7
H 5.731 0.014 0.489 -0.8 -1.0 -1.4
H 5.971 -1.209 -0.889 -1.6 1.1 0.7
C 6.384 -8.099 -1.055 -0.1 -0.5 -0.1
O 6.384 -6.737 -0.628 0.3 0.4 0.1
C 7.592 -6.149 -0.657 0.0 -0.2 -0.1
O 8.624 -6.667 -1.002 -0.5 0.3 0.2
O 7.449 -4.879 -0.234 -0.2 -0.3 -0.1
C 8.663 -4.130 -0.213 0.4 0.3 0.0
H 5.360 -8.469 -0.990 0.1 0.3 0.1
H 6.714 -8.177 -2.093 0.1 0.0 0.2
H 7.013 -8.707 -0.402 0.1 0.1 -0.2
H 9.084 -4.050 -1.217 0.0 -0.2 0.1
H 9.383 -4.581 0.474 0.0 0.0 -0.2
H 8.430 -3.125 0.144 -0.2 -0.2 0.0
C -4.996 4.000 -1.942 -0.5 -0.1 0.1
O -3.687 4.425 -2.323 0.3 0.1 -0.3
C -3.617 4.957 -3.557 0.0 0.1 -0.1
O -4.537 5.091 -4.323 0.4 -0.1 0.4
O -2.340 5.312 -3.785 -0.3 -0.2 0.3
C -2.116 5.895 -5.068 0.1 0.2 -0.4
H -4.935 3.589 -0.933 0.2 0.1 -0.1
H -5.688 4.845 -1.929 0.0 -0.2 -0.1
H -5.356 3.216 -2.612 0.0 0.2 0.0
H -2.693 6.816 -5.179 -0.1 -0.2 0.0
H -2.363 5.187 -5.862 -0.1 0.1 0.1
H -1.056 6.141 -5.142 -0.1 -0.1 0.3
C -9.050 2.258 0.867 0.2 -0.2 0.3
O -10.102 2.769 0.051 0.1 0.3 -0.3
C -9.769 3.861 -0.659 -0.3 0.0 -0.1
O -8.693 4.410 -0.653 -0.3 -0.3 0.0
O -10.841 4.234 -1.376 0.4 -0.3 0.4
C -10.631 5.390 -2.185 0.0 0.4 -0.3
H -9.431 1.381 1.392 -0.2 0.2 -0.2
H -8.200 1.951 0.253 0.0 0.2 0.1
H -8.743 2.999 1.609 0.1 0.0 -0.2
H -9.845 5.208 -2.921 0.0 0.1 0.2
H -10.388 6.255 -1.564 0.1 -0.1 -0.1
H -11.560 5.598 -2.717 0.0 -0.3 0.2
```
Positions in Å, forces in eV/Å.

Its total charge is +1. The total energy is -2405.1187 Eh.

Here are the Löwdin charges for atoms 1 to 6, given in e: -0.123 -0.226 -0.140 -0.037 -0.026 -0.267

(3)
C3H8N2OS | wB97M-V/def2-TZVPD

The geometry in XYZ format:
```
15
Properties=species:S:1:pos:R:3:forces:R:3
C 1.487 -0.517 -0.080 1.9 -0.4 1.5
C 0.770 0.323 -1.095 0.5 0.6 -1.4
C 0.979 0.249 1.206 1.1 0.4 -0.6
N -1.187 -0.670 0.342 -0.7 -0.1 0.6
N -2.501 -0.875 -0.124 0.3 -0.8 1.7
O -1.187 2.079 0.424 3.1 -4.7 -1.1
S -0.445 0.689 0.229 -3.6 3.3 0.6
H 1.052 -1.542 -0.107 0.9 0.7 0.2
H 2.638 -0.396 -0.108 -1.9 -0.8 -0.3
H 1.337 1.234 -1.312 -0.1 -0.2 -0.4
H 0.503 -0.304 -1.993 -0.4 1.3 0.8
H 0.725 -0.387 2.103 0.5 1.2 -0.8
H 1.665 1.186 1.242 -1.4 -1.6 0.8
H -2.663 -0.753 -1.068 0.2 0.3 -2.6
H -3.171 -0.316 0.341 -0.5 0.7 0.9
```
Positions in Å, forces in eV/Å.

Its relative energy (zero: lowest compared OMol25 entry of this formula, charge and spin) is 133.0 kcal/mol.

Here are the Löwdin charges for atoms 1 to 6, given in e: -0.304 -0.254 -0.233 -0.356 -0.058 -0.426

(4)
C3H10NO | wB97M-V/def2-TZVPD

The geometry in XYZ format:
```
15
Properties=species:S:1:pos:R:3:forces:R:3
C 0.368 -1.531 1.818 0.5 -0.6 0.0
C -0.113 -0.106 -1.341 -1.5 3.2 -1.7
C -0.290 1.337 -0.980 1.5 0.9 -1.1
O 0.939 2.043 -0.948 -0.3 -0.4 0.3
N -0.443 -0.458 1.260 1.1 -0.6 -0.2
H 1.191 -1.826 1.159 -0.1 0.4 0.1
H -0.160 -2.456 2.048 -0.3 0.1 0.1
H -0.974 -0.444 -1.918 -0.1 -1.1 0.8
H 0.813 -0.108 -1.918 0.6 -1.5 0.9
H -0.808 1.652 -0.104 -0.8 -0.3 0.8
H -0.909 1.708 -1.848 0.1 -0.4 0.3
H 1.188 2.422 -1.797 -0.1 -0.1 -0.1
H 0.828 -1.146 2.732 -0.1 0.1 0.2
H -0.245 -0.555 0.108 -1.1 0.3 1.4
H -1.384 -0.530 1.728 0.5 -0.1 -1.8
```
Positions in Å, forces in eV/Å.

Its total charge is +1. Its relative energy (zero: lowest compared OMol25 entry of this formula, charge and spin) is 138.0 kcal/mol.

Here are the Löwdin charges for atoms 1 to 6, given in e: -0.123 0.186 -0.277 -0.026 0.071 0.096

(5)
C5H8N2 | wB97M-V/def2-TZVPD

The geometry in XYZ format:
```
15
Properties=species:S:1:pos:R:3:forces:R:3
C -0.603 -0.604 1.343 0.0 0.0 0.0
C 0.107 -0.247 0.057 -0.1 0.1 0.1
C -0.815 0.046 -1.131 0.0 -0.1 -0.1
C -0.964 1.480 -1.396 -0.1 1.0 -0.2
N -1.051 2.613 -1.613 0.1 -1.0 0.2
C 1.425 0.422 0.121 0.1 0.3 0.0
N 1.320 -0.972 -0.310 0.1 -0.3 0.1
H -1.286 0.194 1.655 0.1 -0.1 -0.1
H -1.188 -1.524 1.220 0.1 0.1 0.0
H 0.117 -0.765 2.154 -0.1 0.0 -0.1
H -1.811 -0.381 -0.967 0.2 0.0 0.0
H -0.397 -0.428 -2.025 0.0 0.1 0.1
H 1.830 0.640 1.108 -0.1 -0.1 -0.2
H 1.715 1.130 -0.653 -0.1 -0.1 0.1
H 1.601 -1.603 0.437 0.0 0.1 -0.1
```
Positions in Å, forces in eV/Å.

Its relative energy (zero: lowest compared OMol25 entry of this formula, charge and spin) is 30.2 kcal/mol. The SMILES is C[C@@]1(CC#N)CN1.

Here are the Löwdin charges for atoms 1 to 6, given in e: -0.030 -0.531 -0.112 -0.222 0.141 -0.116

(6)
C4H13NOS2 | wB97M-V/def2-TZVPD

The geometry in XYZ format:
```
21
Properties=species:S:1:pos:R:3:forces:R:3
N 1.838 1.254 -0.743 0.8 -0.8 0.0
C 0.541 1.686 -0.179 3.4 0.0 0.7
C 0.699 2.110 1.351 -0.9 0.5 -2.5
C -0.394 0.587 -0.465 -2.7 -0.6 -0.7
S -0.104 -0.965 0.480 0.4 -0.1 -0.2
S -1.647 -1.785 1.412 -0.3 0.4 0.5
C -2.515 -0.749 2.668 -0.3 -0.2 0.0
H 2.214 1.630 -1.599 -0.8 0.3 -0.2
H 2.655 1.101 -0.171 -0.4 0.1 0.7
H 0.340 2.613 -0.705 -1.0 -0.1 -0.2
H 0.313 1.433 2.101 0.0 -0.3 0.0
H 0.080 3.022 1.304 0.6 -0.1 1.1
H 1.767 2.290 1.429 -0.2 0.4 0.6
H -0.384 0.174 -1.495 0.6 0.3 0.4
H -1.436 0.876 -0.370 -0.3 0.0 0.5
H -1.958 -0.837 3.608 0.3 0.4 -0.4
H -2.768 0.266 2.359 0.4 -0.1 0.0
H -3.456 -1.260 2.903 0.1 -0.2 -0.5
H 2.248 0.376 -5.859 0.2 -0.5 0.3
H 3.594 0.626 -5.259 -0.1 -0.6 0.1
O 2.902 -0.060 -5.281 -0.1 1.1 -0.4
```
Positions in Å, forces in eV/Å.

Its total charge is +1. As for the spin multiplicity: 2. Its relative energy (zero: lowest compared OMol25 entry of this formula, charge and spin) is 13.3 kcal/mol.

Here are the Löwdin charges for atoms 1 to 6, given in e: 0.016 -0.475 -0.021 -0.425 0.707 0.649

Question: What is the formula in the fifth record?
Answer: C5H8N2